The following is a quantum chemistry calculation of a molecular structure, C16AlB4O32 at a distorted geometry, from OMol25.

Last column: Mulliken charge in e.
Element x y z (Å)
Al: 0.7434 2.4715 -1.8049  0.8591
O: -3.2549 -1.8555 4.2780  -0.5185
C: -2.5603 -1.9147 3.3187  0.7775
O: -2.7900 -1.6674 2.0553  -0.4459
B: -1.5993 -1.8551 1.2440  1.0652
O: -0.5627 -2.3506 2.1902  -0.4907
C: -1.1139 -2.4648 3.3713  0.7638
O: -0.6094 -2.6835 4.4311  -0.4835
O: -1.1074 -0.6417 0.5537  0.1531
C: -0.7125 -0.9880 -0.6548  0.5573
O: -0.0820 -0.2672 -1.3707  -0.3994
C: -1.2794 -2.3785 -0.9748  0.2322
O: -1.8128 -2.8491 0.1676  -0.7018
O: -1.2130 -2.8865 -2.0392  -0.5374
O: -1.9216 1.9221 6.2035  -0.5145
C: -1.7824 1.6486 5.0457  -0.2245
O: -2.2036 2.3137 4.0209  -0.4408
B: -2.1464 1.4465 2.8125  1.1355
O: -1.4139 0.2311 3.2416  -0.0340
C: -1.1485 0.3263 4.5287  0.9232
O: -0.6574 -0.4899 5.2507  -0.4668
O: -3.4476 1.0400 2.3112  -0.5166
C: -3.4843 1.2822 1.0040  0.5129
O: -4.3551 0.9867 0.2508  -0.5814
C: -2.1844 2.0842 0.6426  0.5523
O: -1.4280 2.0700 1.7019  -0.3052
O: -1.8264 2.4161 -0.4569  -0.6526
O: -1.0028 -1.4984 -5.3918  -0.5631
C: -0.1143 -0.8755 -5.8931  0.6123
O: 0.4539 -1.1233 -7.0599  -0.5265
B: 1.4927 -0.1206 -7.2761  1.1236
O: 1.5386 0.6704 -6.0238  -0.6021
C: 0.5770 0.3293 -5.2217  0.5357
O: 0.2449 0.8514 -4.1892  -0.5837
O: 1.1793 0.7831 -8.3916  -0.5190
C: 2.2157 0.8157 -9.2118  0.5983
O: 2.3762 1.5635 -10.1323  -0.5897
C: 3.2338 -0.2252 -8.7459  0.5989
O: 2.7593 -0.7646 -7.6229  -0.4812
O: 4.3095 -0.3998 -9.2312  -0.5765
O: 1.1906 2.8508 1.0900  -0.6359
C: 1.6208 1.9530 1.7871  0.7558
O: 1.6097 1.8051 3.0538  -0.4901
B: 2.1336 0.4681 3.3577  0.8483
O: 2.5642 -0.1126 2.0584  -0.4263
C: 2.2262 0.7287 1.1145  0.6114
O: 2.2387 0.5866 -0.0794  -0.6040
O: 1.0336 -0.3291 3.9410  0.0602
C: 1.4744 -0.8277 5.0746  0.9877
O: 0.8593 -1.6159 5.7363  -0.2972
C: 2.8973 -0.2995 5.3582  -0.0761
O: 3.2399 0.4511 4.3152  -0.4860
O: 3.6017 -0.6113 6.2610  -0.4933

Computed properties:
**Total charge**: -1
**LUMO level**: -5.95 eV
**HOMO**: -7.4287 eV
**HOMO-LUMO gap**: 1.5 eV
**Energy relative to the best compared isomer or geometry (same formula, charge and spin)**: 71.3 kJ/mol
**E_tot**: -3359.952399 a.u.
**Max |F|**: 4.33 eV/Å

The following is a quantum chemistry calculation of a molecular structure, C16H10BrCl5Fe at a distorted geometry, from OMol25.

Last column: Löwdin spin population.
Element x y z (Å)
C: -0.8775 -1.3167 -3.0012  0.0124
C: -0.9260 -2.3157 -2.0284  0.0959
C: -1.6332 -1.8163 -0.8941  -0.0087
H: -0.5203 -3.3292 -2.1380  0.0063
C: -2.0031 -0.4141 -1.1990  -0.0060
C: -1.4305 -0.1177 -2.4746  0.0946
H: -1.5572 0.8175 -3.0152  0.0056
H: -0.4880 -1.4095 -4.0234  -0.0012
H: -2.0016 -2.4379 -0.0771  0.0037
H: -2.7629 0.1674 -0.6859  0.0026
Fe: -0.4679 -0.6564 0.3622  3.5568
Br: 1.1281 -2.1682 0.9879  0.1299
C: 2.4925 0.4190 -0.8438  0.0109
C: 1.7212 1.2407 -1.7212  0.0112
C: 1.7593 0.6556 -3.0105  -0.0005
H: 1.1510 2.1291 -1.4432  0.0000
C: 2.5436 -0.5371 -2.9392  0.0043
C: 2.9706 -0.6955 -1.5897  0.0014
H: 3.4909 -1.5498 -1.1674  0.0005
H: 2.6361 0.5847 0.2174  -0.0001
H: 1.1969 1.0143 -3.8619  -0.0001
H: 2.6940 -1.2463 -3.7433  0.0004
Cl: -2.8496 -0.9963 2.1061  0.0230
C: -1.7912 0.2288 2.7313  0.0111
C: -0.8866 0.8007 1.8478  0.0236
C: -0.0045 1.7811 2.2991  0.0124
Cl: 1.0048 2.6537 1.1845  0.0037
C: 0.1474 2.0097 3.6900  -0.0001
Cl: 1.4774 2.8964 4.2989  0.0008
C: -0.7754 1.4060 4.5911  0.0048
Cl: -0.6453 1.7061 6.2657  0.0016
C: -1.8101 0.5674 4.1042  -0.0014
Cl: -2.9827 -0.0713 5.1709  0.0006

Computed properties:
**Total charge**: -2
**LUMO level (alpha / beta)**: 4.16 / 4.15 eV
**Spin multiplicity**: 5
**HOMO (alpha / beta)**: 0.0416 / 0.0420 eV
**HOMO-LUMO gap (alpha / beta)**: 4.1 / 4.1 eV
**E_tot**: -6754.338575 a.u.
**Max |F|**: 1.84 eV/Å

The following is a quantum chemistry calculation of a molecular structure, C16H10BrF5In at a distorted geometry, from OMol25.

Last column: Mulliken charge in e.
Element x y z (Å)
C: -2.3110 -0.5494 -0.3575  -0.6235
C: -2.4518 -1.0720 0.9763  -0.6426
C: -2.5725 0.0317 1.8585  -0.3129
H: -2.5698 -2.1287 1.2338  0.3853
C: -2.5381 1.2391 1.1084  -0.5468
C: -2.4226 0.8993 -0.2695  -0.5661
H: -2.4849 1.5730 -1.1308  0.5040
H: -2.3275 -1.1297 -1.2864  0.5803
H: -2.7202 -0.0386 2.9308  0.4622
H: -2.6781 2.2494 1.5043  0.3798
In: 0.1497 0.1940 0.0779  0.7098
Br: 1.0817 -1.4442 -1.5307  -0.2894
C: 2.2624 1.0196 -4.2070  -0.5423
C: 1.1658 1.8145 -4.6492  -0.5866
C: 0.1713 0.9351 -5.1801  -0.5839
H: 1.1027 2.8951 -4.6120  0.4078
C: 0.6607 -0.3989 -5.0649  -0.4910
C: 1.9607 -0.3449 -4.4814  -0.7422
H: 2.6032 -1.1921 -4.2843  0.5417
H: 3.1809 1.3855 -3.7607  0.3925
H: -0.7754 1.2304 -5.6124  0.4039
H: 0.1461 -1.2981 -5.3805  0.3637
F: 0.7090 -2.3841 1.6767  -0.3059
C: 0.9776 -1.3955 2.5870  0.6209
C: 0.8405 -0.0708 2.2062  -0.8283
C: 0.8514 0.8628 3.2392  0.6919
F: 0.4613 2.1528 3.0037  -0.2946
C: 1.1188 0.4942 4.5753  0.1820
F: 0.9979 1.4020 5.5772  -0.2896
C: 1.3584 -0.8300 4.9049  0.5205
F: 1.5360 -1.2055 6.2013  -0.2855
C: 1.2534 -1.7920 3.9073  0.0690
F: 1.2622 -3.1038 4.2384  -0.2843

Computed properties:
**Total charge**: -1
**LUMO level (alpha / beta)**: 0.62 / 0.62 eV
**HOMO (alpha / beta)**: -2.6891 / -2.6897 eV
**HOMO-LUMO gap (alpha / beta)**: 3.3 / 3.3 eV
**Energy relative to the best compared isomer or geometry (same formula, charge and spin)**: 121.5 kJ/mol
**E_tot**: -3879.094331 a.u.
**Max |F|**: 1.82 eV/Å